[1]
Density functional theory data (ωB97M-V/def2-TZVPD) for a cluster of 2 separate species, C2H5O3 in total at a distorted geometry.

- ⟨S²⟩ = 0.7666
- energy above the lowest of the compared OMol25 structures with the same formula, charge and spin (eV) = 0.0570
- E_tot (eV) = -8295.71560
- strongest force on any atom (eV Å⁻¹) = 1.49
- gap between HOMO and LUMO (alpha / beta) (eV) = 8.7 / 9.2
- HOMO level (alpha / beta) (eV) = -8.3 / -9.7

```
! RIJCOSX wB97M-V def2-TZVPD def2/J DEFGRID3
* xyz 0 2
H -2.084 3.098 2.641
O -1.244 3.541 0.073
H -0.496 5.227 0.887
O -2.974 1.912 -1.217
C -1.598 4.074 2.444
H -2.915 2.772 -1.705
H -1.941 2.873 0.260
H -3.667 1.369 -1.652
C -1.103 4.340 1.135
O -1.416 4.892 3.379
*
```

---

[2]
Density functional theory data (ωB97M-V/def2-TZVPD) for the molecule C2H5O3P at a distorted geometry.

- energy above the lowest of the compared OMol25 structures with the same formula, charge and spin (eV) = 0.9890
- E_tot (eV) = -17586.33319
- strongest force on any atom (eV Å⁻¹) = 3.62
- gap between HOMO and LUMO (eV) = 10.8
- HOMO level (eV) = -10.6

```
! RIJCOSX wB97M-V def2-TZVPD def2/J DEFGRID3
* xyz 0 1
O 0.563 -1.760 0.159
H 0.470 1.271 0.352
H -0.757 0.315 1.129
H 0.070 -0.781 -1.547
O 3.682 0.207 0.865
P 3.310 0.258 -0.534
H 1.254 -1.697 0.808
C -0.250 0.495 0.153
O 1.793 -0.099 -0.766
C 0.467 -0.533 -0.553
H -0.922 0.956 -0.445
*
```

---

[3]
Density functional theory data (ωB97M-V/def2-TZVPD) for the molecule C2H5O3P at a distorted geometry.

- energy above the lowest of the compared OMol25 structures with the same formula, charge and spin (eV) = 0.9546
- E_tot (eV) = -17586.36762
- strongest force on any atom (eV Å⁻¹) = 3.12
- gap between HOMO and LUMO (eV) = 10.2
- HOMO level (eV) = -10.3

```
! RIJCOSX wB97M-V def2-TZVPD def2/J DEFGRID3
* xyz 0 1
H -0.630 1.536 -0.836
O 3.354 -0.634 0.131
O -0.518 1.665 0.101
H -0.662 -1.545 0.039
C -0.939 -0.635 -0.329
C -0.402 0.387 0.555
H -0.803 0.439 1.530
H -2.006 -0.770 -0.139
P 2.088 -0.120 -0.460
H -0.542 -0.389 -1.397
O 1.060 0.065 0.803
*
```

---

[4]
Density functional theory data (ωB97M-V/def2-TZVPD) for the molecule C2H5O3PS at a distorted geometry.

- energy above the lowest of the compared OMol25 structures with the same formula, charge and spin (eV) = 3.9138
- E_tot (eV) = -28419.10967
- strongest force on any atom (eV Å⁻¹) = 2.44
- gap between HOMO and LUMO (eV) = 9.1
- HOMO level (eV) = -8.6

```
! RIJCOSX wB97M-V def2-TZVPD def2/J DEFGRID3
* xyz 0 1
H 1.409 2.483 -0.573
C 0.665 0.094 1.274
H -2.444 -1.009 -0.090
C -1.732 -0.181 -0.414
P 2.050 0.251 0.014
O 0.784 -0.481 -1.032
H 0.955 -0.471 2.256
H -1.438 -0.141 -1.466
O -0.327 -2.280 0.275
O 2.076 1.789 -0.447
H -1.832 0.817 0.080
S -0.166 -0.870 0.125
*
```

---

[5]
Density functional theory data (ωB97M-V/def2-TZVPD) for the ion C2H5O4S2 with charge -1 at a distorted geometry.

- energy above the lowest of the compared OMol25 structures with the same formula, charge and spin (eV) = 1.5745
- E_tot (eV) = -32015.82112
- strongest force on any atom (eV Å⁻¹) = 4.90
- gap between HOMO and LUMO (eV) = 8.6
- HOMO level (eV) = -5.0

```
! RIJCOSX wB97M-V def2-TZVPD def2/J DEFGRID3
* xyz -1 1
C -1.971 0.060 -0.060
S 2.201 -0.398 -0.292
H -1.624 -0.292 -1.057
O 1.595 -1.671 -0.673
H -2.397 -0.874 0.386
C -0.642 0.270 0.635
O 3.434 -0.238 -0.998
H -2.678 0.823 -0.144
O -0.127 1.516 0.177
H -0.934 0.432 1.634
H 0.088 -0.539 0.551
S 0.920 1.051 -1.277
O 2.136 -0.141 1.117
*
```

---

[6]
Density functional theory data (ωB97M-V/def2-TZVPD) for the molecule C2H5OP at a distorted geometry.

- energy above the lowest of the compared OMol25 structures with the same formula, charge and spin (eV) = 3.9512
- E_tot (eV) = -13486.92410
- strongest force on any atom (eV Å⁻¹) = 3.97
- gap between HOMO and LUMO (eV) = 7.1
- HOMO level (eV) = -6.9

```
! RIJCOSX wB97M-V def2-TZVPD def2/J DEFGRID3
* xyz 0 1
O 0.163 -0.102 0.750
P 0.252 0.553 2.664
H -0.474 -0.888 0.847
H 1.267 1.066 -0.419
C -0.079 -0.226 -1.688
H 0.097 0.166 -2.669
H -1.072 0.288 2.559
H -0.718 -1.132 -1.473
C 0.564 0.275 -0.572
*
```

---

[7]
Density functional theory data (ωB97M-V/def2-TZVPD) for a cluster of 2 separate species, C2H5OP in total at a distorted geometry.

- energy above the lowest of the compared OMol25 structures with the same formula, charge and spin (eV) = 3.3034
- E_tot (eV) = -13487.57187
- strongest force on any atom (eV Å⁻¹) = 5.02
- gap between HOMO and LUMO (alpha / beta) (eV) = 8.6 / 8.6
- HOMO level (alpha / beta) (eV) = -9.6 / -9.6

```
! RIJCOSX wB97M-V def2-TZVPD def2/J DEFGRID3
* xyz 0 1
C -0.519 -0.994 0.014
H -0.704 2.921 0.449
P 0.082 0.233 1.211
H -0.377 -2.064 0.617
C 0.868 -0.495 -0.306
H -1.332 -0.782 -0.585
O -0.766 2.142 -0.142
H 1.774 -1.260 -0.177
H 0.973 0.299 -1.082
*
```

---

[8]
Density functional theory data (ωB97M-V/def2-TZVPD) for the molecule C2H5OP at a distorted geometry.

- ⟨S²⟩ = 2.0108
- energy above the lowest of the compared OMol25 structures with the same formula, charge and spin (eV) = 1.0561
- E_tot (eV) = -13486.48536
- strongest force on any atom (eV Å⁻¹) = 4.96
- gap between HOMO and LUMO (alpha / beta) (eV) = 7.3 / 7.8
- HOMO level (alpha / beta) (eV) = -6.3 / -10.0

```
! RIJCOSX wB97M-V def2-TZVPD def2/J DEFGRID3
* xyz 0 3
P 0.774 0.930 -0.475
H -1.107 -0.295 -1.688
H 0.073 0.667 2.118
O 0.496 -1.439 -1.760
C -0.084 -0.419 -1.413
H -1.328 0.792 0.983
H 1.993 0.102 -0.141
C -0.417 0.366 1.157
H -0.400 -0.706 1.220
*
```

---

[9]
Density functional theory data (ωB97M-V/def2-TZVPD) for the molecule C2H5OPS at a distorted geometry.

- energy above the lowest of the compared OMol25 structures with the same formula, charge and spin (eV) = 0.1462
- E_tot (eV) = -24326.09323
- strongest force on any atom (eV Å⁻¹) = 1.71
- gap between HOMO and LUMO (eV) = 8.6
- HOMO level (eV) = -9.4

```
! RIJCOSX wB97M-V def2-TZVPD def2/J DEFGRID3
* xyz 0 1
H -1.806 -1.701 -0.085
C 0.679 1.030 0.232
H 0.685 1.104 1.325
C 0.123 -0.307 -0.211
P 2.446 1.344 -0.375
H 0.053 1.849 -0.140
H 0.077 -0.376 -1.297
H 0.717 -1.132 0.183
O 2.811 2.640 0.176
S -1.593 -0.494 0.435
*
```

---

[10]
Density functional theory data (ωB97M-V/def2-TZVPD) for a cluster of 2 separate species, C2H5OPS in total at a distorted geometry.

- energy above the lowest of the compared OMol25 structures with the same formula, charge and spin (eV) = 4.2612
- E_tot (eV) = -24321.97820
- strongest force on any atom (eV Å⁻¹) = 2.10
- gap between HOMO and LUMO (eV) = 8.1
- HOMO level (eV) = -8.5

```
! RIJCOSX wB97M-V def2-TZVPD def2/J DEFGRID3
* xyz 0 1
O -1.363 -0.708 0.764
H 2.301 1.839 0.801
H -3.000 -0.415 -0.131
C -1.951 -0.322 -0.197
H -1.335 0.060 -1.098
H 1.434 -1.823 -1.485
H 0.738 0.797 1.748
C 1.177 0.309 -0.709
S 1.105 -1.313 -0.237
P 0.895 1.576 0.544
*
```

---

[11]
Density functional theory data (ωB97M-V/def2-TZVPD) for the molecule C2H5OPS at a distorted geometry.

- energy above the lowest of the compared OMol25 structures with the same formula, charge and spin (eV) = 2.2570
- E_tot (eV) = -24323.98241
- strongest force on any atom (eV Å⁻¹) = 5.17
- gap between HOMO and LUMO (eV) = 9.2
- HOMO level (eV) = -9.2

```
! RIJCOSX wB97M-V def2-TZVPD def2/J DEFGRID3
* xyz 0 1
P 0.773 1.296 0.276
H 0.996 1.106 -1.024
H -1.595 0.930 -1.069
C -1.392 0.805 -0.103
C 0.673 -0.615 0.557
H 1.136 -1.983 -0.588
S -1.033 -0.996 0.227
O 1.593 -1.119 -0.371
H -2.032 1.436 0.494
H 0.882 -0.860 1.602
*
```

---

[12]
Density functional theory data (ωB97M-V/def2-TZVPD) for the molecule C2H5OPS at a distorted geometry.

- energy above the lowest of the compared OMol25 structures with the same formula, charge and spin (eV) = 5.2074
- E_tot (eV) = -24321.03206
- strongest force on any atom (eV Å⁻¹) = 2.64
- gap between HOMO and LUMO (alpha / beta) (eV) = 7.0 / 6.6
- HOMO level (alpha / beta) (eV) = -8.3 / -8.3

```
! RIJCOSX wB97M-V def2-TZVPD def2/J DEFGRID3
* xyz 0 1
H 0.114 -1.971 -0.751
P -0.325 0.268 -0.012
O 1.337 2.857 0.035
H -0.112 -1.733 1.070
S 1.665 1.436 0.085
C 0.465 -1.409 0.124
C -1.548 0.342 -1.240
H -2.261 1.147 -1.098
H -0.866 0.410 1.387
H 1.532 -1.345 0.400
*
```

---

[13]
Density functional theory data (ωB97M-V/def2-TZVPD) for the molecule C2H5OPS2 at a distorted geometry.

- energy above the lowest of the compared OMol25 structures with the same formula, charge and spin (eV) = 4.1099
- E_tot (eV) = -35158.12644
- strongest force on any atom (eV Å⁻¹) = 3.66
- gap between HOMO and LUMO (alpha / beta) (eV) = 7.5 / 7.6
- HOMO level (alpha / beta) (eV) = -8.6 / -8.6

```
! RIJCOSX wB97M-V def2-TZVPD def2/J DEFGRID3
* xyz 0 1
H 1.399 -1.742 0.102
H -0.824 2.266 0.592
O -1.773 -0.099 1.588
S -2.149 -0.034 0.174
H 1.801 0.245 -1.505
H 1.439 0.950 0.036
C 1.209 0.133 -0.577
P -1.001 1.736 -0.776
C 0.577 -1.002 0.055
S -0.954 -1.629 -0.834
H 0.277 -0.822 1.145
*
```

---

[14]
Density functional theory data (ωB97M-V/def2-TZVPD) for a cluster of 2 separate species, C2H5OS in total at a distorted geometry.

- ⟨S²⟩ = 0.7538
- energy above the lowest of the compared OMol25 structures with the same formula, charge and spin (eV) = 0.9930
- E_tot (eV) = -15033.67196
- strongest force on any atom (eV Å⁻¹) = 2.15
- gap between HOMO and LUMO (alpha / beta) (eV) = 2.9 / 6.5
- HOMO level (alpha / beta) (eV) = 4.4 / 0.8

```
! RIJCOSX wB97M-V def2-TZVPD def2/J DEFGRID3
* xyz -2 2
H 2.853 -0.894 -0.258
H 0.609 0.905 1.188
O -2.441 0.178 0.652
S 1.846 -1.045 -1.093
C -1.238 0.534 0.376
C -0.377 1.387 1.203
H -0.265 2.374 0.824
H -0.757 0.119 -0.553
H -0.701 1.394 2.207
*
```

---

[15]
Density functional theory data (ωB97M-V/def2-TZVPD) for a cluster of 2 separate species, C2H5PS in total at a distorted geometry.

- energy above the lowest of the compared OMol25 structures with the same formula, charge and spin (eV) = 2.3816
- E_tot (eV) = -22275.52252
- strongest force on any atom (eV Å⁻¹) = 4.86
- gap between HOMO and LUMO (eV) = 8.1
- HOMO level (eV) = -8.1

```
! RIJCOSX wB97M-V def2-TZVPD def2/J DEFGRID3
* xyz 0 1
H 2.159 -1.451 -0.089
C 1.453 -0.655 0.137
S -0.212 -1.286 -0.068
H -0.039 1.241 -0.645
H 1.735 -0.433 1.220
H 1.721 0.281 -0.331
P -2.687 0.439 0.336
C -1.069 0.147 -0.260
H -3.061 1.716 -0.301
*
```

---

[16]
Density functional theory data (ωB97M-V/def2-TZVPD) for the molecule C2H5PS at a distorted geometry.

- energy above the lowest of the compared OMol25 structures with the same formula, charge and spin (eV) = 0.4627
- E_tot (eV) = -22277.44142
- strongest force on any atom (eV Å⁻¹) = 3.79
- gap between HOMO and LUMO (eV) = 9.9
- HOMO level (eV) = -8.8

```
! RIJCOSX wB97M-V def2-TZVPD def2/J DEFGRID3
* xyz 0 1
S -1.626 0.286 0.996
P 1.345 -0.707 0.705
H -1.236 1.524 -0.961
H -0.551 -0.937 -0.893
H 0.104 1.783 0.179
C -0.239 -0.206 -0.089
H 1.958 -0.903 -0.505
H 0.841 -1.978 0.764
C -0.597 1.139 -0.196
*
```

---

[17]
Density functional theory data (ωB97M-V/def2-TZVPD) for a structure of composition C2H6 at a distorted geometry.

- energy above the lowest of the compared OMol25 structures with the same formula, charge and spin (eV) = 1.6713
- E_tot (eV) = -2169.57764
- strongest force on any atom (eV Å⁻¹) = 5.11
- gap between HOMO and LUMO (eV) = 11.9
- HOMO level (eV) = -10.7

```
! RIJCOSX wB97M-V def2-TZVPD def2/J DEFGRID3
* xyz 0 1
H 0.889 -0.781 0.775
H 0.612 0.970 1.090
H -1.422 -0.256 -0.864
H 0.288 -0.842 -1.181
H 0.320 1.041 -1.075
H -0.792 -0.199 1.227
C 0.161 0.008 0.776
C -0.057 0.059 -0.748
*
```

---

[18]
Density functional theory data (ωB97M-V/def2-TZVPD) for a structure of composition C2H6B3FO3Pt at a distorted geometry.

- E_tot (eV) = -16286.35462
- strongest force on any atom (eV Å⁻¹) = 3.96
- gap between HOMO and LUMO (eV) = 2.9
- HOMO level (eV) = -18.2

```
! RIJCOSX wB97M-V def2-TZVPD def2/J DEFGRID3
* xyz 2 1
Pt 0.273 -2.047 3.472
H 2.141 -1.525 0.862
B 0.275 0.830 -0.179
H -0.614 -1.562 -2.122
C -0.203 0.615 -1.693
H 0.683 0.417 -2.342
B 1.534 -0.544 1.095
C -1.149 -0.626 -1.863
F -1.957 -0.852 -0.765
O 0.561 -0.418 2.183
B -0.032 0.946 2.053
H -0.759 1.531 -1.996
O 1.636 0.611 0.282
H 0.046 1.725 2.930
O -0.626 1.293 0.826
H -1.809 -0.394 -2.745
*
```

---

[19]
Density functional theory data (ωB97M-V/def2-TZVPD) for the molecule C2H6BBr2N at a distorted geometry.

- E_tot (eV) = -144424.69757
- strongest force on any atom (eV Å⁻¹) = 3.36
- gap between HOMO and LUMO (eV) = 10.3
- HOMO level (eV) = -9.9

```
! RIJCOSX wB97M-V def2-TZVPD def2/J DEFGRID3
* xyz 0 1
C 0.742 -1.137 -0.155
H 1.575 -1.190 0.564
H 1.149 1.400 -0.613
H 0.004 0.753 -1.869
Br -1.019 -1.711 2.138
H 0.053 -1.937 0.004
H 1.106 -1.128 -1.184
H -0.536 1.914 -0.754
C 0.162 1.117 -0.843
Br -2.184 1.780 1.547
B -0.961 0.143 1.121
N -0.093 -0.005 0.046
*
```

---

[20]
Density functional theory data (ωB97M-V/def2-TZVPD) for a structure of composition C2H6BF at a distorted geometry.

- energy above the lowest of the compared OMol25 structures with the same formula, charge and spin (eV) = 1.6616
- E_tot (eV) = -5562.32166
- strongest force on any atom (eV Å⁻¹) = 3.67
- gap between HOMO and LUMO (eV) = 10.9
- HOMO level (eV) = -10.6

```
! RIJCOSX wB97M-V def2-TZVPD def2/J DEFGRID3
* xyz 0 1
F -2.367 0.131 -0.401
H -1.353 0.815 1.227
H -0.247 0.472 -1.518
H -1.322 -1.104 0.818
C 0.255 0.039 -0.694
C -1.278 -0.018 0.461
H 1.848 0.087 0.805
H 1.425 1.956 0.352
H 0.700 -1.017 -0.797
B 1.152 0.791 0.293
*
```